Model w:
Density functional theory data (ωB97M-V with the def2-TZVPD basis set) for a 2-piece molecular cluster, CI2NO2 overall.

Results
Net charge   -1
Gap between HOMO and LUMO   6.1 eV
LUMO   3.23 eV
Spin multiplicity   1
Highest occupied orbital energy   -2.89 eV

Cartesian coordinates (Å):
1 I 3.4454 -0.7065 -0.1057
2 O -2.5719 0.5986 -0.4611
3 O -1.3521 -1.1173 0.4035
4 I 0.6942 1.3116 -0.5829
5 C -1.8970 -0.1704 0.0500
6 N 1.6814 0.0840 0.6962

=====

Model x:
Density functional theory data (ωB97M-V with the def2-TZVPD basis set) for an isolated ion of composition CI2NO2 and charge -1.

Results
Net charge   -1
Gap between HOMO and LUMO   7.1 eV
LUMO   2.54 eV
Spin multiplicity   1
Highest occupied orbital energy   -4.61 eV

Cartesian coordinates (Å):
1 C -0.9527 -0.1639 0.0864
2 I 1.4517 2.0047 -0.0838
3 O -1.0595 -1.3902 -0.0864
4 N 0.4766 0.2155 0.1684
5 O -1.7793 0.7222 -0.0048
6 I 1.8632 -1.3883 -0.0797

=====

Bottom line: model x, by a margin of 10.2 kcal/mol.

=====

Model w:
Density functional theory data (ωB97M-V with the def2-TZVPD basis set) for a 3-piece molecular cluster, C3H11N4 overall.

Results
Net charge   +1
Gap between HOMO and LUMO (alpha / beta)   9.5 / 9.5 eV
LUMO (alpha / beta)   -4.57 / -4.57 eV
Spin multiplicity   1
Highest occupied orbital energy (alpha / beta)   -14.09 / -14.09 eV

Cartesian coordinates (Å):
1 H 2.5105 2.7573 3.7955
2 H -0.9940 1.3343 -0.9223
3 N -0.3781 0.4718 -0.6358
4 C -1.4774 -2.3983 -2.1693
5 N 0.2414 1.6156 1.3512
6 H -2.0370 -2.7172 -1.2237
7 H -1.3561 -3.2653 -2.6989
8 H 0.5420 -1.6745 -2.5153
9 C 0.2792 0.6180 0.4981
10 H 0.8710 3.3189 3.3759
11 N -0.1802 -1.8139 -1.8185
12 H -0.2969 -0.5771 -1.0004
13 H 0.7660 -0.2674 0.7908
14 H -2.1157 -1.6920 -2.6293
15 H 0.2349 -2.5722 -1.2939
16 C 1.6534 2.5445 3.3200
17 N 1.8875 1.7357 2.4453
18 H -0.1505 2.5818 1.3305

=====

Model x:
Density functional theory data (ωB97M-V with the def2-TZVPD basis set) for a 2-piece molecular cluster, C3H11N4 overall.

Results
Net charge   +1
Gap between HOMO and LUMO   9.2 eV
LUMO   -3.01 eV
Spin multiplicity   1
Highest occupied orbital energy   -12.25 eV

Cartesian coordinates (Å):
1 H 0.9655 2.3065 1.7426
2 C -1.0866 -2.0477 0.5899
3 N 0.1465 -2.5210 0.1077
4 N 0.8340 1.4882 1.1922
5 H 0.7668 0.5609 1.5822
6 C 0.8634 1.5875 -0.1347
7 H 0.4888 -3.3059 0.6364
8 N 0.7633 0.4881 -0.8713
9 H 0.7461 2.8573 -1.6972
10 H 0.8579 3.6166 -0.1567
11 C -1.8935 -1.2032 -0.0476
12 H -2.7506 -0.8086 0.4735
13 H 0.0902 -2.7681 -0.8711
14 H 0.6350 -0.4398 -0.4756
15 H 0.7506 0.6164 -1.8680
16 H -1.7315 -0.8326 -1.0517
17 H -1.3964 -2.3812 1.5729
18 N 0.9503 2.7865 -0.7235

=====

Model y:
Density functional theory data (ωB97M-V with the def2-TZVPD basis set) for C3H11N4 as an isolated structure.

Results
Net charge   +1
Gap between HOMO and LUMO   10.2 eV
LUMO   -3.58 eV
Spin multiplicity   1
Highest occupied orbital energy   -13.78 eV

Cartesian coordinates (Å):
1 H -0.7358 -0.6603 2.0374
2 H -1.7685 0.3596 -1.8711
3 C -1.3561 -0.5955 -1.7052
4 H -0.6009 -1.3771 0.1025
5 H -0.4227 1.0980 2.4663
6 H 3.6747 -0.0546 -0.1041
7 N 0.9405 0.9799 0.1207
8 H -0.4348 -0.9446 -2.3824
9 H -1.2378 1.1870 -0.0243
10 H -2.1122 -1.2755 -2.0362
11 H -2.0827 0.4355 2.1021
12 H 2.9855 1.2252 -1.0261
13 N -0.7457 0.4676 0.4521
14 C -1.0871 0.3081 1.8476
15 N 2.8858 0.3713 -0.5097
16 C 1.7506 0.0270 0.1434
17 N -1.1656 -0.6254 -0.2177
18 H 1.5130 -0.9264 0.6049

=====

Bottom line: model x, by a margin of 108.5 kcal/mol.

=====

Model w:
Density functional theory data (ωB97M-V with the def2-TZVPD basis set) for a 2-piece molecular cluster, C3H11N4 overall.

Results
Net charge   +1
Gap between HOMO and LUMO   9.8 eV
LUMO   -2.85 eV
Spin multiplicity   1
Highest occupied orbital energy   -12.64 eV

Cartesian coordinates (Å):
1 H 2.6029 1.3254 -2.0127
2 H -0.6561 -1.1082 1.4268
3 H -2.1652 -1.6323 -1.3329
4 N -2.7349 -1.7427 -0.5048
5 H 0.2300 0.2795 -0.4522
6 H -3.0900 -0.8529 1.3087
7 H 0.9731 1.9321 -2.2986
8 C 1.5521 1.0590 -1.9917
9 C 1.9330 0.8844 0.3967
10 H 0.5023 0.5714 1.7778
11 H 1.2951 0.2788 -2.7007
12 C -2.2944 -1.1240 0.5973
13 N -1.1112 -0.5545 0.6856
14 H -3.7356 -1.7221 -0.6508
15 H 3.0075 0.9612 0.2813
16 H 2.1298 0.9335 2.3901
17 N 1.4812 0.7916 1.6383
18 N 1.1801 0.6571 -0.6410

=====

Model x:
Density functional theory data (ωB97M-V with the def2-TZVPD basis set) for a 2-piece molecular cluster, C3H11N4 overall.

Results
Net charge   +1
Gap between HOMO and LUMO (alpha / beta)   6.1 / 6.1 eV
LUMO (alpha / beta)   -6.58 / -6.58 eV
Spin multiplicity   1
Highest occupied orbital energy (alpha / beta)   -12.72 / -12.72 eV

Cartesian coordinates (Å):
1 H 2.3010 1.5679 -0.4676
2 H -1.4187 -0.2736 -1.5094
3 H -1.3037 -2.1361 -0.0113
4 C -0.6606 2.1412 0.0105
5 H 0.0189 -1.2482 0.7939
6 N -0.2940 0.9581 -0.2659
7 N 3.2556 -0.1300 0.1199
8 H -1.6450 2.5429 0.0240
9 H -3.2250 -0.1333 -0.1829
10 H 3.9620 -0.2956 -0.6318
11 N -2.4777 -0.0578 0.4882
12 H -2.3989 -0.7160 1.2228
13 H 0.0152 2.8489 0.2473
14 C -0.4793 -1.4670 -0.0445
15 H 3.2642 -0.7411 0.9423
16 H 0.1572 -1.6261 -0.9906
17 C -1.2482 -0.1509 -0.3783
18 N 2.4906 0.8616 0.2104

=====

Model y:
Density functional theory data (ωB97M-V with the def2-TZVPD basis set) for an isolated ion of composition C3H11N4 and charge +1.

Results
SMILES   CNN(N)/C=C/[NH3+]
Net charge   +1
Gap between HOMO and LUMO   8.4 eV
LUMO   -3.43 eV
Spin multiplicity   1
Highest occupied orbital energy   -11.88 eV

Cartesian coordinates (Å):
1 H 0.4035 -1.1929 1.1673
2 N -1.6048 0.9653 0.8797
3 H -0.2184 1.2891 -1.6202
4 N -0.3467 0.6761 0.3339
5 H 3.4274 -0.9020 0.4015
6 H -3.5794 0.6668 0.3759
7 N 2.6737 -1.3592 -0.1418
8 H 3.0617 -1.8615 -0.9428
9 H 1.8537 0.5994 -1.1261
10 H -2.3192 0.1623 -0.9800
11 H -2.6804 -0.9352 0.5130
12 C 1.6939 -0.3377 -0.5038
13 N -0.0505 1.6400 -0.6661
14 H 2.1385 -2.1271 0.3688
15 C 0.4963 -0.3520 0.4657
16 C -2.5672 0.1452 0.1844
17 H -1.5951 0.5586 1.8686
18 H -0.7871 2.3648 -0.5779

=====

Model z:
Density functional theory data (ωB97M-V with the def2-TZVPD basis set) for an isolated ion of composition C3H11N4 and charge +1.

Results
SMILES   [H]/N=[NH+]/N(C)[C@@H](C)N
Net charge   +1
Gap between HOMO and LUMO   10.1 eV
LUMO   -4.40 eV
Spin multiplicity   1
Highest occupied orbital energy   -14.49 eV

Cartesian coordinates (Å):
1 H 3.4161 -1.0492 0.0925
2 H 0.2974 2.0694 0.5856
3 H -1.4161 -2.3615 0.5162
4 H -1.6108 1.6004 0.3744
5 H -1.3761 -1.6539 -0.9909
6 N 1.5759 -0.6361 0.0409
7 H -2.7652 0.2036 0.1581
8 H 1.8716 1.7871 -0.0803
9 N -0.9205 -1.6954 -0.1429
10 N 2.7713 -0.2675 -0.0622
11 H -1.7211 0.7027 -1.1974
12 C -0.7952 -0.3929 0.4506
13 C 0.8143 1.4581 -0.1540
14 H 1.2962 -1.5673 0.0898
15 H -0.6074 -0.5582 1.5049
16 C -1.8160 0.6582 -0.1211
17 H 0.4263 1.6004 -1.0670
18 N 0.5594 0.1021 0.0027

=====

Bottom line: model w, by a margin of 66.1 kcal/mol.

=====

Model w:
Density functional theory data (ωB97M-V with the def2-TZVPD basis set) for a 3-piece molecular cluster, C3H13NO3 overall.

Results
SMILES   NCCCO.O.O
Net charge   0
Gap between HOMO and LUMO   10.3 eV
LUMO   0.74 eV
Spin multiplicity   1
Highest occupied orbital energy   -9.56 eV

Cartesian coordinates (Å):
1 H -1.3607 0.2726 1.3205
2 H 0.8916 4.5936 -2.2786
3 H -0.5896 2.6248 1.5872
4 C 0.8033 0.6178 1.2824
5 H 0.9956 -2.3883 0.1008
6 H 0.8162 -1.1312 -0.6624
7 H -1.7941 -5.4135 -1.8668
8 H -0.8640 -6.5456 -1.6619
9 C -0.5437 0.8184 0.7262
10 H 1.4899 1.1127 0.4692
11 O -0.8856 2.1789 0.8058
12 C 0.9822 -0.8394 1.5048
13 H 0.1177 -1.2440 2.0832
14 H 1.8442 -1.2582 2.0867
15 N 1.3141 -1.4211 0.1089
16 H -0.7845 4.1922 -2.1507
17 O -0.1436 4.8315 -2.4515
18 H -0.6930 0.5937 -0.3030
19 O -1.1938 -5.7782 -1.2225
20 H 1.0656 1.1005 2.3792

=====

Model x:
Density functional theory data (ωB97M-V with the def2-TZVPD basis set) for a 3-piece molecular cluster, C3H13NO3 overall.

Results
SMILES   CCNCO.O.O
Net charge   0
Gap between HOMO and LUMO   9.4 eV
LUMO   0.85 eV
Spin multiplicity   1
Highest occupied orbital energy   -8.53 eV

Cartesian coordinates (Å):
1 H 0.9979 1.2303 -0.2381
2 H 0.0071 -2.6633 1.4533
3 H -1.9477 -0.5147 1.2255
4 N 1.5476 -0.5422 1.7938
5 H 1.1703 1.4682 2.3890
6 H 1.6624 2.5772 0.5347
7 H 2.1444 -2.0881 0.4819
8 C 1.8511 1.5135 0.3729
9 C 1.8483 0.8980 1.7602
10 H 1.2328 -0.7855 -0.2625
11 O -2.7500 1.4924 -5.4874
12 H 2.7665 1.5239 -0.2187
13 H -3.6065 1.8364 -5.1971
14 H -2.4664 1.7547 -6.3731
15 C 1.3316 -1.3665 0.6505
16 H 1.0908 -0.8367 2.6359
17 O 0.0857 -2.0804 0.6837
18 O -2.8731 -0.2594 1.3241
19 H -3.2574 -0.1708 0.4378
20 H 2.8341 1.0028 2.2362

=====

Model y:
Density functional theory data (ωB97M-V with the def2-TZVPD basis set) for a 3-piece molecular cluster, C3H13NO3 overall.

Results
SMILES   CCNCO.O.O
Net charge   0
Gap between HOMO and LUMO   9.8 eV
LUMO   0.49 eV
Spin multiplicity   1
Highest occupied orbital energy   -9.30 eV

Cartesian coordinates (Å):
1 C 2.5710 -0.2145 -0.9366
2 C -0.3431 -1.5889 -0.4844
3 H -4.1196 2.0054 -1.7852
4 H 2.5688 -1.8329 0.4486
5 H -0.6565 3.2933 3.6073
6 O -3.8268 1.3108 -1.1870
7 H -1.5226 -0.0009 -0.3908
8 O 0.0995 3.2351 4.2055
9 H -0.0090 2.3204 4.4955
10 H 2.0588 0.1700 -1.8164
11 H 0.9394 -2.0198 -1.8540
12 H 2.1279 0.4141 -0.1551
13 H 3.6377 -0.0031 -0.8365
14 H -2.9749 1.0356 -1.5312
15 H -0.5422 -1.7657 0.5831
16 H -1.0336 -2.2581 -0.9968
17 N 0.9350 -2.0881 -0.8349
18 C 2.3429 -1.6888 -0.6101
19 H 2.9862 -2.3395 -1.1940
20 O -0.6511 -0.2164 -0.7332

=====

Bottom line: model x, by a margin of 3.6 kcal/mol.